No. 1
C33H49BrNO28 | ωB97M-V/def2-TZVPD

## Properties
Strongest force on any atom = 1.035 eV/A
Energy relative to the best compared isomer or geometry (same formula, charge and spin) = 0.0 kcal per mole
Calculated total energy = -6022.2438 a.u.
Net charge = +1
LUMO level = -2.36 eV

Structure (XYZ):
```
112
Properties=species:S:1:pos:R:3:lowdin_charge:R:1
Br 0.789 0.122 1.005 0.73
O 4.151 1.230 -2.482 0.12
O -3.303 0.576 -0.121 -0.06
O -2.262 0.054 -4.369 0.02
O -2.763 -7.758 5.179 0.18
O 2.820 -1.552 -4.635 0.06
O -2.142 4.397 0.862 0.07
O 5.086 2.327 -0.754 0.08
O -2.732 -7.207 2.999 0.02
O -7.882 0.378 0.263 0.13
O 3.496 2.189 2.538 0.13
O -3.294 -9.275 3.596 0.07
O 7.520 7.610 -1.169 0.07
O -6.944 1.137 2.153 0.05
O 0.058 -3.848 4.508 0.07
O 3.102 -3.567 -3.752 0.07
O -8.669 2.220 1.279 0.09
O 1.244 -5.006 3.029 0.06
O 3.970 0.994 4.384 0.07
O -4.069 4.878 -0.139 0.05
O 1.023 -2.775 -4.092 0.13
O 2.280 -3.514 4.356 0.16
O 4.321 0.104 2.381 0.04
O 5.648 6.480 -0.635 0.15
O -1.008 1.265 -5.745 0.08
O -4.022 4.549 2.090 0.16
O 3.034 2.855 -1.413 0.05
O -3.234 1.616 -5.664 0.16
O 7.665 5.760 0.051 0.06
N -5.168 -0.398 -0.813 0.12
C -4.543 0.957 -0.610 -0.12
C -1.880 4.323 -0.541 -0.11
C -2.918 -8.062 4.044 -0.57
C -4.105 -1.024 -1.673 -0.02
C -2.021 -1.470 -0.164 -0.14
C -0.055 -5.606 3.044 -0.12
C 2.211 -2.652 -4.166 -0.58
C -0.599 -1.718 -0.683 -0.27
C -8.454 2.817 2.571 -0.08
C 3.241 3.575 -0.179 -0.10
C -7.845 1.179 1.154 -0.59
C -2.811 -0.473 -1.015 -0.25
C 4.417 -3.124 -4.134 -0.09
C 9.012 6.097 -0.303 -0.11
C -2.259 1.040 -5.307 -0.58
C 4.214 -1.628 -4.284 -0.09
C 4.747 3.541 -0.049 -0.09
C 6.831 6.608 -0.590 -0.57
C -0.959 -0.553 -4.344 -0.12
C -7.040 2.371 2.892 -0.08
C -2.778 -7.966 1.785 -0.12
C 4.901 -0.814 3.319 -0.10
C 0.232 -0.444 -0.769 -0.59
C -3.463 4.606 1.042 -0.58
C 4.240 -0.398 4.618 -0.10
C -0.900 -4.522 3.685 -0.11
C -0.085 0.552 -4.904 -0.08
C 8.876 7.552 -0.711 -0.11
C -3.589 -9.180 2.200 -0.11
C -3.051 5.088 -1.129 -0.10
C 4.097 2.056 -1.617 -0.58
C 1.290 -4.067 4.001 -0.57
C 3.903 1.194 3.056 -0.58
H 5.135 -3.395 -3.367 0.14
H 3.295 -0.916 4.785 0.12
H -1.875 3.272 -0.840 0.12
H -0.296 0.385 -1.232 0.05
H 1.160 -0.635 -1.302 0.06
H 9.670 5.938 0.546 0.13
H -3.295 -10.095 1.695 0.14
H 2.855 4.588 -0.268 0.13
H -2.220 0.037 -1.774 0.12
H -4.663 -9.027 2.078 0.13
H -1.759 -8.230 1.495 0.13
H -9.192 2.414 3.265 0.14
H -8.569 3.894 2.506 0.14
H 9.550 7.850 -1.509 0.13
H 4.355 -1.073 -3.357 0.11
H 4.876 -0.512 5.490 0.14
H -1.295 -3.813 2.953 0.13
H -5.114 1.617 0.033 0.15
H -0.916 4.766 -0.775 0.14
H -6.284 3.061 2.514 0.12
H -0.964 -1.438 -4.976 0.13
H 9.324 5.459 -1.131 0.13
H -1.713 -4.911 4.292 0.13
H -3.384 4.711 -2.092 0.13
H -0.694 -0.844 -3.334 0.09
H -0.624 -2.204 -1.663 0.11
H 0.756 0.186 -5.484 0.13
H -2.551 -2.426 -0.164 0.12
H -0.356 -5.863 2.032 0.12
H -1.989 -1.083 0.855 0.11
H 5.211 4.386 -0.551 0.10
H 4.680 -1.836 3.028 0.13
H -6.865 2.191 3.949 0.14
H 0.280 1.234 -4.134 0.14
H -4.228 -2.103 -1.670 0.14
H 5.089 3.492 0.979 0.13
H -0.097 -2.399 0.005 0.10
H -3.239 -7.379 0.995 0.13
H -4.287 -0.626 -2.670 0.13
H 4.689 -3.607 -5.073 0.13
H 2.724 3.050 0.618 0.09
H -5.177 -0.828 0.113 0.19
H -0.023 -6.509 3.654 0.14
H 4.825 -1.184 -5.064 0.14
H -4.383 1.366 -1.615 0.15
H -6.109 -0.392 -1.213 0.17
H 8.988 8.235 0.133 0.13
H -2.854 6.157 -1.209 0.14
H 5.981 -0.661 3.331 0.13
```



No. 2
C24H34Cl51FNOS2 | ωB97M-V/def2-TZVPD

## Properties
Strongest force on any atom = 4.219 eV/A
Energy relative to the best compared isomer or geometry (same formula, charge and spin) = 112.7 kcal per mole
Calculated total energy = -25430.2964 a.u.
Net charge = +1
LUMO level = -3.17 eV

Structure (XYZ):
```
114
Properties=species:S:1:pos:R:3:lowdin_charge:R:1
Cl -2.602 7.365 -0.898 0.53
Cl 4.615 4.663 -5.000 0.51
Cl -1.418 9.172 4.965 0.54
Cl 6.269 -3.808 2.293 0.54
Cl 6.044 -2.066 -0.030 0.52
Cl 2.816 -4.837 -6.276 0.53
Cl 4.768 0.892 -2.516 0.50
Cl -7.055 1.639 4.690 0.51
Cl 8.296 -5.044 -2.608 0.51
Cl 0.721 7.261 4.456 0.53
Cl 4.547 -1.462 2.394 0.49
Cl 10.044 -3.254 -1.116 0.50
Cl 1.569 -8.295 -7.536 0.51
Cl 7.668 -9.417 -8.254 0.49
Cl -2.254 -1.400 -11.862 0.52
Cl -11.480 2.548 1.466 0.54
Cl 1.927 -3.155 1.329 0.52
Cl -5.474 2.521 7.717 0.53
Cl 2.409 1.818 -3.952 0.49
Cl -8.638 1.927 1.618 0.48
Cl -3.976 -6.134 2.966 0.53
Cl 8.798 -11.783 -9.521 0.52
Cl -8.542 -0.737 5.483 0.57
Cl -3.988 4.897 6.924 0.52
Cl -2.617 2.697 8.252 0.57
Cl -2.364 -5.866 0.555 0.54
Cl -5.684 -0.561 6.018 0.53
Cl -4.215 7.097 1.513 0.57
Cl 1.789 -2.372 -5.112 0.51
Cl 7.944 1.597 -4.184 0.51
Cl -1.747 6.380 5.728 0.50
Cl 1.338 -2.950 -7.931 0.49
Cl -3.732 9.732 0.369 0.54
Cl -0.826 -2.842 0.430 0.51
Cl -0.061 -2.573 -10.346 0.48
Cl 3.288 7.239 -5.299 0.52
Cl -3.938 1.555 12.296 0.52
Cl 7.614 -1.194 -3.420 0.48
Cl -9.570 4.630 2.173 0.52
Cl -2.080 -0.598 11.667 0.52
Cl 9.574 -5.964 -0.158 0.52
Cl 7.185 -12.051 -7.110 0.51
Cl 4.205 -0.111 -5.192 0.52
Cl 4.108 -9.021 -8.765 0.52
Cl -3.494 -3.499 1.822 0.48
Cl 0.788 -5.052 -0.565 0.54
Cl -2.690 -3.827 -10.312 0.52
Cl -1.069 2.057 12.306 0.52
Cl 3.578 -9.727 -5.989 0.52
Cl 10.082 -0.314 -4.692 0.53
Cl 1.724 4.782 -5.333 0.49
S -3.405 1.003 4.030 0.95
S 1.972 0.333 0.408 0.57
F -2.687 -0.338 1.665 -0.11
O -3.204 3.120 2.749 -0.17
N -2.651 1.889 2.674 -0.53
C -9.953 2.905 2.292 -1.54
C -0.596 7.715 5.551 -1.49
C -6.986 -0.119 4.901 -1.50
C 8.766 0.141 -3.597 -1.53
C -3.919 3.139 7.135 -1.52
C 8.867 -4.573 -0.998 -1.55
C -0.173 1.690 1.691 -0.23
C 3.496 0.448 -3.667 -1.53
C -2.590 4.077 1.828 -0.18
C 3.272 5.529 -5.765 -1.53
C 6.048 -2.140 1.740 -1.51
C -3.089 1.095 1.439 -0.22
C -3.737 -5.218 1.468 -1.50
C -1.607 5.200 2.584 -0.12
C -3.976 8.013 0.015 -1.51
C 3.304 -8.528 -7.264 -1.54
C 7.424 -11.135 -8.608 -1.55
C -2.385 1.143 11.549 -1.56
C -1.174 1.839 2.963 -0.17
C 0.504 0.162 1.619 -0.52
C 0.455 -4.001 0.822 -1.51
C -4.753 1.039 1.278 -0.04
C 2.458 -3.126 -6.570 -1.51
C -1.809 -2.292 -10.397 -1.52
H -2.043 3.621 0.902 0.13
H -3.484 4.732 1.383 0.08
H 1.693 1.535 -0.305 -0.11
H -5.023 1.403 0.174 0.11
H -1.654 6.242 2.046 0.06
H -0.998 0.880 3.653 0.13
H -1.930 5.218 3.709 0.01
H 2.913 -0.370 -3.237 -0.01
H -5.163 -0.078 1.341 0.12
H -10.066 2.649 3.349 0.01
H 0.987 -0.168 2.635 0.10
H -4.875 7.911 -0.598 0.02
H -0.505 4.785 2.471 0.08
H 0.113 -4.625 1.652 0.01
H -4.542 1.760 4.417 -0.10
H -4.637 -5.319 0.855 0.02
H 9.194 0.359 -2.616 0.02
H -0.203 -0.630 1.127 -0.02
H 3.733 -7.577 -6.940 -0.02
H -5.309 1.774 1.999 0.06
H -0.168 7.933 6.533 0.02
H 3.394 5.466 -6.849 0.02
H -0.589 2.022 0.652 0.10
H -2.086 -1.688 -9.528 0.02
H 8.011 -4.220 -0.418 -0.04
H 6.885 -1.541 2.108 0.02
H -2.428 1.414 10.491 -0.07
H 6.525 -11.237 -9.221 0.01
H -2.699 1.536 0.428 0.17
H -6.776 -0.574 3.930 0.02
H -3.709 2.683 6.164 -0.06
H 3.391 -2.617 -6.824 0.00
H -0.782 2.750 3.627 0.17
H 0.760 2.405 1.907 0.13
```



No. 3
C46H39BrN5O3S2W | ωB97M-V/def2-TZVPD

## Properties
Strongest force on any atom = 0.570 eV/A
Energy relative to the best compared isomer or geometry (same formula, charge and spin) = 0.0 kcal per mole
Calculated total energy = -5713.2228 a.u.
Net charge = +1
LUMO level = -3.70 eV

Structure (XYZ):
```
97
Properties=species:S:1:pos:R:3:lowdin_charge:R:1
W -0.213 0.021 0.377 1.43
Br -0.687 3.638 -2.366 0.82
S -4.427 2.334 0.311 0.91
S -1.453 1.969 0.782 0.63
O -3.504 2.199 -6.428 0.09
O 0.546 0.276 -1.289 -0.31
O -0.310 -0.565 2.166 -0.35
N -2.132 1.303 -2.634 0.04
N -3.304 0.070 0.069 -0.06
N 1.861 0.553 1.076 0.04
N 0.038 -2.298 0.151 0.03
N -2.178 -0.715 0.046 -0.16
C -1.164 -2.855 -0.121 -0.24
C -2.335 -1.976 -0.120 -0.04
C -0.113 0.091 3.413 -0.43
C 2.360 -2.909 -4.368 -0.06
C 2.949 0.400 0.291 -0.23
C 1.917 -2.843 4.771 -0.07
C -1.810 2.410 -3.271 -0.72
C 1.707 2.515 -4.932 -0.08
C -1.743 1.759 4.469 -0.05
C 1.233 -2.007 3.896 -0.02
C -3.795 -0.094 4.272 -0.06
C 2.827 2.296 -2.411 -0.03
C 1.725 0.037 -2.040 -0.39
C -3.468 0.700 -4.536 0.01
C -1.315 -4.210 -0.369 0.01
C 0.581 -0.876 4.369 -0.14
C 3.277 1.328 2.839 0.01
C -4.052 1.166 4.799 -0.08
C -1.482 0.507 3.932 -0.18
C 2.515 3.533 -4.448 -0.08
C 1.096 -3.100 0.206 -0.10
C 2.023 1.024 2.335 -0.21
C 0.008 -2.813 -3.918 -0.07
C 4.216 0.755 0.737 -0.01
C 1.482 -1.187 -2.922 -0.18
C 0.810 1.303 3.174 -0.08
C 0.623 -0.592 5.732 -0.02
C -0.193 -5.025 -0.346 -0.02
C 0.205 -1.696 -3.116 -0.04
C 4.389 1.211 2.028 -0.02
C 3.071 3.424 -3.183 -0.07
C 1.032 -4.462 -0.044 -0.01
C -2.238 2.757 -4.541 -0.04
C 1.307 -1.423 6.603 -0.07
C -3.023 2.087 4.903 -0.07
C -3.765 3.963 0.714 -0.41
C 2.855 -0.304 -1.042 -0.05
C -2.519 -0.421 3.850 -0.02
C 1.958 -2.553 6.124 -0.08
C 1.460 1.393 -4.157 -0.04
C 2.023 1.269 -2.890 -0.16
C -2.966 0.479 -3.269 -0.14
C -3.039 1.311 0.367 -1.01
C -3.086 1.870 -5.190 -0.31
C 2.556 -1.794 -3.569 -0.02
C 1.084 -3.428 -4.540 -0.08
H 5.373 1.470 2.396 0.12
H 3.811 -0.184 -1.550 0.13
H -5.049 1.425 5.129 0.11
H 1.138 1.690 4.137 0.13
H -3.362 3.981 1.723 0.03
H 5.059 0.643 0.070 0.12
H -0.281 -6.084 -0.547 0.12
H 2.710 4.409 -5.053 0.11
H 2.035 -2.638 0.484 0.11
H -4.623 4.630 0.654 0.04
H -0.995 -3.195 -4.068 0.11
H 0.236 2.089 2.678 0.07
H -0.960 2.502 4.552 0.11
H 1.189 -2.237 2.841 0.09
H -4.143 -0.010 -4.997 0.12
H -0.642 -1.199 -2.659 0.09
H 3.700 4.214 -2.795 0.11
H -3.334 -2.389 -0.223 0.14
H -3.013 4.272 -0.007 0.01
H 0.831 0.604 -4.549 0.12
H 2.770 -1.370 -0.826 0.11
H -3.256 -0.413 -2.721 0.10
H -1.938 3.681 -5.010 0.12
H -2.298 -4.610 -0.575 0.12
H 2.487 -3.206 6.805 0.11
H 1.931 -5.058 0.005 0.12
H 0.100 0.277 6.116 0.12
H 3.271 2.236 -1.425 0.11
H 3.363 1.676 3.858 0.12
H 1.267 2.592 -5.918 0.11
H -2.316 -1.405 3.443 0.12
H 3.204 -3.368 -4.865 0.11
H 3.555 -1.387 -3.468 0.12
H 0.929 -4.296 -5.167 0.11
H -3.211 3.067 5.321 0.11
H -4.592 -0.821 4.194 0.11
H 2.415 -3.726 4.391 0.10
H -4.104 1.526 -6.771 0.12
H 1.324 -1.195 7.661 0.11
```



No. 4
C4H8O2 | ωB97M-V/def2-TZVPD

## Properties
Strongest force on any atom = 0.614 eV/A
Energy relative to the best compared isomer or geometry (same formula, charge and spin) = 63.9 kcal per mole
Calculated total energy = -307.6106 a.u.
Net charge = 0
SMILES string = C[C@H]1CO1.C=O
LUMO level = 1.07 eV

Structure (XYZ):
```
14
Properties=species:S:1:pos:R:3:lowdin_charge:R:1
O -0.967 -1.741 -0.942 -0.04
O -0.679 0.650 0.791 -0.10
C -1.622 -1.463 0.035 -0.16
C 0.695 0.852 0.452 -0.33
C 1.550 -0.286 -0.042 -0.04
C -0.374 1.424 -0.366 -0.11
H -0.617 2.483 -0.296 0.11
H 1.050 -0.887 -0.803 0.06
H 1.188 1.511 1.167 0.14
H -2.559 -0.883 -0.036 0.09
H 2.451 0.160 -0.476 0.08
H -0.622 0.935 -1.310 0.12
H -1.356 -1.802 1.053 0.09
H 1.860 -0.952 0.771 0.08
```